9
Properties=species:S:1:pos:R:3:lowdin_charge:R:1 method="wB97M-V/def2-TZVPD" homo_energy_ha=-0.342 gap_ev=8.29
O -1.20 -1.01 0.47 -0.5341
F 1.51 1.32 -0.41 0.1165
O 1.07 -1.89 0.36 -0.2872
O 0.56 0.04 1.79 -0.3214
C 0.59 0.42 -0.77 -0.6405
S 0.24 -0.75 0.64 0.4279
F -0.52 1.12 -1.15 0.0443
Cs -3.26 0.99 0.91 1.0643
F 1.02 -0.24 -1.84 0.1302



68
Properties=species:S:1:pos:R:3:nbo_charge:R:1 method="wB97M-V/def2-TZVPD" homo_energy_ha=-0.218 total_charge=-1 gap_ev=8.07
H 0.53 4.90 4.79 0.1998
C -2.09 1.51 -1.30 -0.0919
C 3.70 2.66 5.71 -0.2180
O -5.45 -3.21 0.76 -0.6136
Cl 4.14 1.58 -1.44 0.0405
H 1.94 -1.00 -3.51 0.2215
H -1.85 3.22 -4.21 0.2089
C -3.47 1.43 -1.20 -0.1836
C 3.98 -0.14 -1.44 -0.1521
H 0.77 -0.80 -5.70 0.2102
H -3.90 0.92 -0.34 0.2386
Cl -4.35 -2.80 -2.08 0.0847
C -0.42 3.60 3.39 -0.2096
C 2.65 3.48 5.42 -0.1865
H -3.11 -3.41 2.67 0.4628
C 4.52 -2.31 -2.36 -0.1414
C 0.88 -1.19 -3.59 -0.1987
H -1.12 2.16 1.99 0.2273
O -4.07 -3.56 2.46 -0.6792
C -2.30 2.72 -3.36 -0.2308
H -4.31 3.09 -4.02 0.2042
C 4.66 -0.92 -2.36 -0.0643
C -1.86 -2.45 0.85 0.0669
C -1.85 -1.68 -3.72 -0.2481
C -3.69 2.64 -3.26 -0.1930
O -1.96 -3.12 3.08 -0.6241
C 3.67 -2.90 -1.43 -0.0584
H -5.35 1.92 -2.10 0.2114
C -0.33 2.38 2.69 -0.2232
In 0.63 -0.18 1.42 1.7296
C -1.50 2.15 -2.39 -0.1791
Cl 3.43 -4.61 -1.43 0.0424
O 0.02 0.81 -0.45 -0.7616
H -0.42 2.18 -2.45 0.2386
C 3.00 -2.11 -0.51 -0.1793
C 0.22 -1.08 -4.80 -0.2054
C 3.76 1.39 5.11 -0.2584
C -4.27 1.99 -2.18 -0.2311
C -4.34 -3.20 1.21 0.7760
H -1.27 4.26 3.22 0.2073
C 1.71 1.82 3.83 -0.0133
C 2.80 0.99 4.22 -0.1341
Cl 1.89 -2.80 0.63 0.0974
Cl 5.70 -0.17 -3.52 0.0357
H -1.67 -1.23 -5.80 0.2095
C -1.23 0.89 -0.24 0.7516
O -1.75 0.43 0.80 -0.7111
Cl 5.38 -3.28 -3.50 0.0277
C -3.15 -2.77 0.41 -0.2674
C -1.19 -1.80 -2.50 0.2067
O 2.52 0.04 0.39 -0.7941
O -0.27 -1.78 2.50 -0.7784
C 1.64 3.08 4.50 -0.0780
N -1.08 -2.10 -0.14 -0.2382
C -1.14 -1.32 -4.86 -0.2103
I 2.99 -0.98 3.56 0.2385
C -1.33 -2.45 2.25 0.8179
C 0.70 1.49 2.86 -0.4854
C 0.56 3.96 4.26 -0.1896
C 0.18 -1.55 -2.45 -0.2197
H 2.56 4.45 5.88 0.2039
H -2.91 -1.86 -3.81 0.2303
N -1.83 -2.15 -1.27 -0.2015
H 0.69 -1.62 -1.51 0.2447
C -3.10 -2.55 -0.95 0.1702
C 3.12 -0.70 -0.46 0.4194
H 4.47 2.97 6.40 0.2092
H 4.56 0.71 5.38 0.2189



49
Properties=species:S:1:pos:R:3:nbo_charge:R:1 method="wB97M-V/def2-TZVPD" homo_energy_ha=-0.244 gap_ev=6.91 smiles=COc1ccc(N2CCN(c3cc(C)c4ccc(O)cc4n3)CC2)cc1
C -0.68 -1.08 -1.27 -0.1877
H 1.62 2.21 0.06 0.2105
C -1.28 -0.60 5.84 0.2729
O 3.46 2.11 -5.80 -0.5291
C -2.92 -1.93 4.61 -0.1476
C -2.54 -1.15 5.87 -0.3105
C -0.78 0.27 -1.64 -0.2310
H -2.41 -2.39 0.29 0.1804
H 0.37 -1.42 -1.74 0.2140
N -0.30 -0.61 2.51 -0.5637
H -1.70 0.76 -1.15 0.2157
H 1.55 -0.26 1.19 0.2610
C -2.29 -1.81 1.08 -0.2632
C -1.03 -0.89 3.51 0.2592
H -0.53 1.87 -4.14 0.2217
H 0.97 2.14 -5.76 0.2151
C 3.24 1.82 -3.56 -0.2572
C -0.73 -1.21 1.21 0.4956
C -2.68 -2.32 2.22 0.0098
H -5.02 -2.49 2.50 0.2655
C 0.60 1.97 -3.75 -0.2053
H -1.32 -0.06 7.82 0.4840
H 5.16 2.37 -6.87 0.2269
H -3.80 -3.93 2.83 0.2364
C 1.39 1.98 -4.88 -0.2297
C 2.64 1.87 -4.71 0.2647
N -0.11 -0.82 0.15 -0.4152
H 4.34 1.79 -3.42 0.2172
H -4.02 -2.39 4.74 0.2129
H 2.95 1.36 -1.43 0.2328
C -2.37 -1.72 3.47 -0.1925
H 5.34 2.95 -5.04 0.1680
H -4.14 -3.40 1.26 0.1939
C 1.21 1.54 -2.58 0.1373
C 1.05 -0.14 0.27 -0.2517
C 2.70 1.47 -2.45 -0.2155
N 0.12 1.29 -1.66 -0.4750
H 0.33 0.31 4.70 0.1974
H -1.51 -1.47 -1.30 0.2077
H 0.06 1.78 0.54 0.2203
O -0.86 0.02 7.04 -0.7057
H 5.37 1.20 -5.29 0.1913
C 0.65 1.42 -0.29 -0.2333
C 4.95 2.07 -5.79 -0.2722
C -3.89 -2.92 2.34 -0.6531
H -1.29 0.45 -2.70 0.2149
C -0.80 -0.33 4.74 -0.2787
H -3.07 -1.26 6.83 0.2050
H 1.99 -0.44 -0.39 0.1857



7
Properties=species:S:1:pos:R:3:nbo_charge:R:1 method="wB97M-V/def2-TZVPD" homo_energy_ha=-0.352 gap_ev=7.72 smiles="N#CC#CC=S"
H 2.11 1.30 0.86 0.2781
C -0.92 0.10 -0.33 -0.0606
N -3.41 -0.95 0.15 -0.2114
C 0.24 0.17 -0.36 0.0295
C -2.38 -0.19 -0.26 0.2152
S 2.72 -0.83 -0.13 0.1432
C 1.63 0.39 0.08 -0.3941



Short version: ΔE to the lowest compared entry with this formula, charge and spin = 19.8; 8.7; 1690.2; 296.6 kJ/mol, in the order given.
Short version: DFT total energy = -26715.8360; -141261.6379; -30699.6981; -16483.1951 eV, in the order given.
Short version: F_max = 0.0123; 0.0719; 0.2844; 0.2543 hartree/bohr, in the order given.